# 1
Density functional theory data (ωB97M-V/def2-TZVPD) for a 9-piece molecular cluster, C26H64Br10N4O4 overall.

Calculated values
HOMO level: -8.9582 eV
Calculated total energy: -742573.898 eV
Molar mass: 1295.86 g mol⁻¹
Net charge: 0

```
108
Properties=species:S:1:pos:R:3:forces:R:3
C -4.2870 -0.2249 1.7349 0.0187 0.7265 -0.9142
O -4.4291 0.9758 2.5196 -0.2014 -1.5140 -1.5179
C -4.6121 0.5758 3.8371 -0.6368 -0.4797 -0.1768
C -4.8573 1.8080 4.6617 0.3087 0.5766 -1.1807
C -3.9088 2.9382 4.2140 0.6406 0.0664 0.3674
N -4.7666 1.4072 6.0270 -0.5387 -0.4502 0.0899
H -4.2524 0.1155 0.6855 0.2037 -0.2705 0.4201
H -5.1277 -0.9522 1.8001 0.2211 0.6242 0.3906
H -3.3595 -0.7561 2.0047 -0.1656 0.1420 -0.0664
H -5.4672 -0.1284 3.8786 0.1475 0.3018 0.3075
H -3.7331 -0.0136 4.1152 0.2762 0.1552 0.6499
H -5.8548 2.1722 4.4391 -0.3953 -0.1394 0.0983
H -4.0636 3.7999 4.8573 -0.0443 0.2176 0.0905
H -3.9828 3.2628 3.1739 -0.4790 -0.2158 0.1130
H -2.8530 2.6528 4.3183 -0.1114 -0.1706 0.2117
H -5.0838 2.0954 6.6660 -0.3198 0.7283 0.5474
H -3.8117 1.2366 6.2130 1.1619 -0.3363 0.5707
C 5.1003 0.7741 -5.8565 0.0878 -0.1608 0.4607
O 5.8284 1.0518 -4.6594 -0.4892 0.2312 -0.4309
C 4.9942 1.5469 -3.6090 -0.0508 -0.4291 -0.6722
C 5.8156 1.4856 -2.3394 -1.2956 -0.4429 1.7483
C 6.1298 0.0276 -1.9181 0.4520 0.7632 -1.4402
N 5.0607 2.0785 -1.2004 -0.3013 -0.1968 -0.2458
H 5.7571 0.2255 -6.5399 0.0219 0.1602 0.2153
H 4.8010 1.7190 -6.3597 -0.2394 -0.5807 0.3215
H 4.2505 0.0902 -5.6019 0.2789 0.7463 -0.4042
H 4.6173 2.5883 -3.8037 0.3523 -0.7350 0.0148
H 4.1175 0.8559 -3.5288 0.3265 0.5639 0.1431
H 6.7119 2.0906 -2.4636 0.2103 -0.2081 -0.0365
H 6.8155 -0.3492 -2.6847 0.0672 -0.3641 0.3989
H 5.2394 -0.5925 -1.9371 -0.3063 0.0365 -0.0133
H 6.5430 -0.0088 -0.9207 0.2914 0.0621 0.1175
H 4.0584 1.7888 -1.2062 1.0553 0.4350 -0.1117
H 5.1910 3.0815 -1.1917 -0.5309 0.0339 0.0030
C -1.5526 -1.8280 -0.8612 -0.8185 -2.0734 0.9148
O -0.5785 -1.0613 -1.4241 0.6285 0.1783 -0.8636
C 0.0582 -0.3382 -0.4380 0.9136 -0.1047 1.1077
C 1.1876 0.4824 -1.0478 -1.1145 1.7282 0.4375
C 0.7461 1.2816 -2.3074 0.6345 -0.0511 -0.0370
N 2.4502 -0.1468 -1.3009 0.6695 -0.1324 0.9400
H -2.2614 -1.2667 -0.2345 0.0021 0.1837 -0.2351
H -1.0858 -2.5848 -0.1647 -0.5146 0.3079 -0.5847
H -2.0755 -2.3333 -1.6777 -0.1289 -0.0936 0.2911
H -0.7283 0.2292 0.1007 0.5009 0.5491 -0.2826
H 0.4966 -0.9782 0.4074 -0.3384 0.1792 -1.1010
H 1.3255 1.2181 -0.2388 0.3283 0.1358 -0.2065
H -0.2670 1.7147 -2.2551 0.4387 -0.3145 0.1615
H 0.8265 0.6503 -3.1993 -0.3235 -0.1567 0.1150
H 1.4726 2.0895 -2.5073 -0.3008 -0.1597 0.2949
H 2.7907 -0.7566 -0.5555 -0.2005 0.3536 -0.2687
H 2.5908 -0.5813 -2.1849 -0.3429 -0.3737 -0.6206
C -0.2130 1.9575 2.7163 0.3380 0.0244 0.1099
O 0.2553 2.6307 1.5815 0.0682 -0.6200 -0.4315
C -0.7671 3.3499 0.9735 0.0101 0.9709 -1.3308
C -0.1326 4.2422 -0.1261 -1.9219 0.0689 0.8221
C 0.8904 5.1309 0.5076 0.6699 0.0731 -1.2484
N -1.2163 5.0248 -0.7900 1.5853 -0.1682 0.1471
H -0.2995 2.6885 3.5189 -0.0044 -0.0961 0.4641
H 0.5348 1.1895 2.9605 -0.4389 0.1223 0.1289
H -1.2094 1.5581 2.5218 -0.0176 -0.4718 0.1218
H -1.5178 2.7577 0.4188 0.1254 -0.5127 0.5938
H -1.3051 3.9575 1.7226 0.0912 0.0821 -0.1741
H 0.3269 3.5641 -0.8625 -0.1287 0.3554 0.1343
H 0.4351 5.9115 1.1176 0.0449 -0.0922 0.1443
H 1.4276 5.5931 -0.3392 0.1228 0.1320 0.6499
H 1.5471 4.4693 1.0749 0.1833 0.5022 0.1515
H -1.6980 5.6523 -0.1462 -0.0249 -0.5379 -0.2620
H -1.8102 4.3879 -1.2872 -0.6672 0.0897 -0.0040
Br -3.1152 1.4296 -1.7532 -0.0586 0.0809 -0.0554
C -3.0121 0.2717 -3.3198 0.6927 0.1463 -0.1369
C -3.0620 1.1052 -4.5877 -0.7324 0.1763 0.7426
Br -2.7822 -0.0461 -6.1103 -0.0563 0.0229 -0.0794
H -3.8374 -0.4252 -3.2111 -0.0050 0.0515 -0.2587
H -2.0648 -0.2472 -3.2562 0.1328 -0.1483 0.2585
H -2.3568 1.9333 -4.6324 0.2254 -0.3509 0.1415
H -4.0547 1.5379 -4.6105 -0.1831 0.0726 -0.5793
Br -5.8431 -7.9119 -1.3503 0.7612 0.3523 -0.2941
C -4.3619 -6.8306 -2.1632 -0.3243 -0.8088 0.0362
C -3.1402 -6.8279 -1.2841 -0.5855 0.1587 -0.3278
Br -1.9927 -5.3750 -1.8338 0.2664 0.0121 -0.1937
H -4.7850 -5.8477 -2.2701 -0.0716 0.2483 -0.1018
H -4.1444 -7.2894 -3.1208 -0.2121 0.0913 -0.1326
H -2.5962 -7.7556 -1.2892 0.2267 -0.2216 -0.1199
H -3.4402 -6.5798 -0.3015 -0.0747 0.1618 1.1404
Br -2.8767 -4.1646 2.2805 0.4482 -0.3070 -0.2760
C -1.3010 -4.4131 3.4236 -0.1548 0.7421 0.2648
C -1.1895 -3.1621 4.2700 0.1289 -0.4034 0.3521
Br -0.5956 -1.6128 3.2842 0.0570 0.0657 -0.1154
H -0.3628 -4.5428 2.8786 -0.5116 -0.3026 -0.3249
H -1.5585 -5.2641 4.0538 0.2375 0.0254 -0.1065
H -0.4822 -3.3020 5.0876 0.0363 -0.0080 -0.1138
H -2.1560 -2.9187 4.6734 -0.2756 0.2211 0.2555
Br 1.2513 -4.9926 0.4976 0.2683 0.2978 -0.4011
C 2.3073 -3.9274 -0.7838 0.1140 -0.0635 -0.3057
C 1.5415 -3.7017 -2.0702 -1.1643 0.1724 0.8878
Br 2.7291 -3.0145 -3.4147 0.1194 0.1033 -0.2250
H 3.2205 -4.4789 -1.0215 -0.1377 0.0735 0.4795
H 2.5082 -2.9745 -0.3001 0.1949 -0.1836 0.1103
H 0.7121 -2.9891 -1.9008 0.5689 -0.1677 -0.3046
H 1.1108 -4.6257 -2.4263 0.0855 -0.2292 -0.2741
Br 4.1948 -0.9456 1.8332 0.1373 0.0273 0.0715
C 4.0299 0.9807 1.9704 -0.0809 1.3186 -0.1492
C 4.1984 1.4477 3.4229 -1.0951 -0.5459 -0.5412
Br 3.5470 3.2994 3.6601 0.3218 -0.6725 -0.1847
H 3.0481 1.2432 1.5521 0.1124 -0.2045 0.4776
H 4.7369 1.4692 1.3026 0.2758 -0.3827 -0.0559
H 5.1986 1.3712 3.8154 0.3295 0.1772 -0.1422
H 3.5517 0.8025 4.0066 -0.1016 0.2460 0.4330
```
Forces are in eV/Å.

---

# 2
Density functional theory data (ωB97M-V/def2-TZVPD) for a 2-piece molecular cluster, C6H8F3N3 overall.

Calculated values
HOMO level (spin up / spin down): -17.9211 / -17.9208 eV
Calculated total energy: -18952.792 eV
Molar mass: 179.15 g mol⁻¹
Net charge: +2
Energy above the lowest of the compared OMol25 structures with the same formula, charge and spin: 186.4 kJ/mol

```
20
Properties=species:S:1:pos:R:3:forces:R:3
C 0.6295 3.8199 -1.3179 0.4673 -0.8464 0.2011
C -0.5718 0.6532 -0.5025 1.4409 2.6688 -1.6821
C -0.6886 -1.8374 -0.4921 -0.9009 -0.9994 0.7426
C -0.7527 -2.4659 0.9073 1.4138 2.0537 0.4055
C 0.6452 1.5067 -0.4440 0.5030 -3.1295 3.3746
C 0.8633 1.3384 1.8047 -1.1209 -0.0757 -2.1505
N -0.4744 -0.5655 -0.5818 0.1480 -2.2332 0.3023
N 0.6265 2.7610 -0.8791 -0.7617 2.9585 -0.9811
N -0.8643 -2.5903 -1.5941 1.9655 -0.1445 -0.1671
F 2.1346 1.5391 1.8733 -1.1307 -0.1488 0.6550
F 0.0312 2.2646 2.1567 1.0760 -0.1802 0.3600
F 0.4162 0.1429 2.1278 1.1360 1.3926 -0.4304
H 0.7812 4.7520 -1.8416 -0.2553 0.1813 0.1319
H -1.4547 1.2370 -0.6969 -1.0411 -0.1926 0.4662
H -0.7431 -3.5536 0.9606 -0.6588 0.1956 -0.2523
H -1.4702 -1.8891 1.5420 0.1338 -1.0136 -0.5728
H 0.2394 -2.1521 1.3591 -0.8956 -0.5025 -0.4676
H 1.6322 1.0875 -0.5914 -0.0837 -0.4595 -0.2737
H -0.8151 -3.5865 -1.4570 -0.6109 -0.4134 0.6525
H -0.1644 -2.4619 -2.3330 -0.8247 0.8888 -0.3142
```
Forces are in eV/Å.

---

# 3
Density functional theory data (ωB97M-V/def2-TZVPD) for CHClFN as an isolated structure.

Calculated values
HOMO level: -9.8927 eV
Calculated total energy: -17779.836 eV
Molar mass: 81.48 g mol⁻¹
Net charge: 0
Energy above the lowest of the compared OMol25 structures with the same formula, charge and spin: 276.6 kJ/mol

```
5
Properties=species:S:1:pos:R:3:forces:R:3
C -0.6211 -0.0717 0.7886 0.5825 -0.0767 -0.3731
N -0.5857 0.9317 0.1795 0.2943 -2.2465 0.8194
F -0.5295 -1.2099 1.3755 -0.4186 2.2804 -0.9758
Cl 1.4616 -0.5057 -1.5124 -1.4797 1.8483 0.7678
H 0.2747 0.8556 -0.8312 1.0216 -1.8055 -0.2383
```
Forces are in eV/Å.

---

# 4
Density functional theory data (ωB97M-V/def2-TZVPD) for C5H14CdN3S as an isolated structure.

Calculated values
HOMO level: -1.1416 eV
Calculated total energy: -25276.969 eV
Molar mass: 260.67 g mol⁻¹
Net charge: -1
Energy above the lowest of the compared OMol25 structures with the same formula, charge and spin: 73.9 kJ/mol

```
24
Properties=species:S:1:pos:R:3:forces:R:3
C -1.0484 0.7476 -3.8618 -0.1685 -0.9878 -0.9932
Cd 0.4956 1.2506 -2.3616 0.0866 1.0589 -0.1549
N 1.0672 -1.4311 -2.5066 0.2814 -0.7829 -0.0886
H -0.7857 1.1636 -1.2709 -1.8396 0.0896 1.7671
H 1.4088 1.7660 -0.7773 0.4425 1.7151 -2.2848
H -1.7286 1.5517 -4.2096 0.4104 -0.2787 0.1974
H -1.6883 -0.1077 -3.4740 0.7822 1.0450 -0.1179
H -0.4908 0.3436 -4.7192 -0.4155 0.0571 -0.3968
H 0.4971 -1.9538 -1.8295 0.2713 0.4762 -0.3354
H 2.0437 -1.5468 -2.2121 -0.5190 0.0122 -0.2008
H 0.9480 -1.8675 -3.4281 0.0894 0.2821 0.4459
C 0.2777 -1.8326 2.4633 -0.1558 0.3219 0.1722
N 0.0051 -0.3874 2.4276 0.0159 -0.6701 0.0278
C -0.6546 0.3437 3.4027 -0.1642 -0.0482 0.0541
C -0.7428 1.6138 2.9525 -0.0103 -0.1489 -0.0655
N -0.1370 1.6540 1.7220 0.3323 -0.2077 -0.3710
C 0.3763 0.4364 1.3977 1.0147 -0.5787 -0.6466
S 1.3837 0.0569 0.0923 -0.2706 -2.2254 3.1042
H -0.0523 -2.3028 1.5265 0.1631 0.2811 0.2563
H 1.3507 -2.0294 2.5957 -0.2767 0.1500 -0.1313
H -0.2783 -2.2807 3.3062 0.1879 0.3367 -0.3262
H -1.0088 -0.1183 4.3114 0.0135 0.1405 -0.1161
H -1.1735 2.4939 3.3705 -0.2341 0.1849 0.2885
H -0.0651 2.4362 1.0823 -0.0367 -0.2229 -0.0845
```
Forces are in eV/Å.

---

# 5
Density functional theory data (ωB97M-V/def2-TZVPD) for one molecule with the formula C5H11NO.

Calculated values
HOMO level: -9.6346 eV
Calculated total energy: -8901.621 eV
Molar mass: 101.15 g mol⁻¹
Net charge: 0
Energy above the lowest of the compared OMol25 structures with the same formula, charge and spin: 7.3 kJ/mol

```
18
Properties=species:S:1:pos:R:3:forces:R:3
C -1.1598 -2.5559 0.5154 0.0085 -0.1696 0.0220
N -1.0493 -1.1428 0.2260 0.0662 0.0951 -0.0506
C 0.1438 -0.5516 -0.0704 0.0462 -0.0624 0.0252
O 1.1947 -1.1722 -0.1327 -0.3400 0.1619 0.0229
C 0.0858 0.9615 -0.2615 -0.0257 0.0502 -0.0130
C 0.5297 1.6182 1.0527 0.0322 0.0119 0.0716
C 0.9858 1.3797 -1.4216 0.0425 0.0050 -0.0558
H -1.8902 -3.0361 -0.1454 0.1275 0.0698 0.1061
H -1.4517 -2.7335 1.5575 0.0527 0.0362 -0.1683
H -0.1755 -2.9952 0.3436 -0.1704 0.0124 0.0361
H -1.8774 -0.5701 0.2605 0.1595 -0.0390 -0.0197
H -0.9498 1.2589 -0.4829 0.1492 -0.0613 0.0739
H 1.5545 1.3109 1.2881 -0.1464 0.0567 -0.0324
H -0.1144 1.3248 1.8898 0.0925 0.0397 -0.1307
H 0.5056 2.7101 0.9705 -0.0003 -0.1587 -0.0189
H 1.0271 2.4715 -1.5033 -0.0169 -0.1637 0.0275
H 1.9974 0.9968 -1.2583 -0.1369 0.0718 -0.0256
H 0.6219 0.9781 -2.3733 0.0597 0.0440 0.1298
```
Forces are in eV/Å.

---

# 6
Density functional theory data (ωB97M-V/def2-TZVPD) for a 2-piece molecular cluster, C5H13N2O overall.

Calculated values
HOMO level: -14.2085 eV
Calculated total energy: -10417.973 eV
Molar mass: 117.17 g mol⁻¹
Net charge: +1
Energy above the lowest of the compared OMol25 structures with the same formula, charge and spin: 21.5 kJ/mol

```
21
Properties=species:S:1:pos:R:3:forces:R:3
C -0.2894 -2.3376 0.2219 -0.0597 0.0172 -0.0881
C -0.9893 -1.4124 -0.7178 0.1062 -0.0052 0.4504
C -1.0312 -1.4468 -2.0284 -0.0625 0.0937 -0.4076
N -1.7138 -0.3386 -0.0135 -0.4448 -0.3370 0.1518
H 0.2577 -3.0888 -0.3360 0.0168 -0.0978 -0.0432
H 0.4146 -1.7985 0.8540 0.0432 0.0888 0.0679
H -0.9971 -2.8429 0.8831 -0.0167 -0.0129 -0.0241
H -1.5933 -0.7078 -2.5916 0.0809 -0.1244 -0.0472
H -0.5117 -2.2203 -2.5759 -0.0129 0.0405 -0.0082
H -1.0527 0.2368 0.6186 0.2049 0.1310 0.0083
H -2.4357 -0.7607 0.5812 0.0962 0.1883 -0.0273
H -2.1818 0.2936 -0.6614 0.0165 -0.0255 -0.0152
C 1.5837 1.2271 -0.2524 -0.0377 -0.1655 -0.0114
C 0.8765 1.7003 0.9833 0.1328 0.2498 0.1192
N 1.3646 2.7857 1.5835 0.1257 -0.1529 0.0249
O -0.1300 1.1341 1.4333 -0.1615 -0.1090 -0.1119
H 2.5262 1.7333 -0.4169 0.1439 0.0804 -0.0150
H 0.9519 1.3991 -1.1210 -0.0920 0.0243 -0.0633
H 1.7662 0.1557 -0.1773 -0.0079 0.0094 0.0172
H 0.9488 3.0986 2.4467 -0.0267 0.0346 -0.0135
H 2.2358 3.1899 1.2866 -0.0446 0.0723 0.0360
```
Forces are in eV/Å.

---

no.,largest force on an atom (eV/A)
1,2.410
2,4.630
3,2.516
4,3.829
5,0.377
6,0.578